ORCA calculation (ωB97M-V with the def2-TZVPD basis set) on a 2-piece molecular cluster, C13H21NO overall at a distorted geometry.

Geometry as XYZ:
```
36
Properties=species:S:1:pos:R:3:mulliken_charge:R:1
C 0.41049 -2.16180 -1.38890 -0.9854
C -0.70087 -1.67248 -0.44550 -0.3393
N -1.97384 -2.38212 -0.67224 0.0925
C -2.07808 -3.52407 -1.55292 -1.0036
C -3.07606 -1.92782 0.07726 0.7860
C -4.39008 -2.55412 -0.24726 -1.2903
O -2.85290 -1.20585 1.02662 -0.6113
H 1.05295 -2.86113 -0.85547 0.3729
H 1.07620 -1.29735 -1.58410 0.1254
H 0.43597 -2.45061 -2.50511 0.3207
H -0.30651 -1.88694 0.54915 0.2206
H -0.90797 -0.60206 -0.35988 0.3350
H -3.02992 -3.46294 -2.06918 0.3593
H -1.80309 -3.69430 -2.70986 0.2118
H -1.94337 -4.47069 -1.03051 0.3266
H -4.39758 -3.60144 -0.41215 0.4174
H -5.08844 -2.50974 0.63448 0.3109
H -4.93564 -2.03489 -1.04035 0.2948
C 1.76389 2.21436 -1.70090 -1.1988
C 1.52041 1.31892 -0.48228 0.3290
C 1.75807 2.20752 0.73918 0.3152
C 3.04138 2.13285 1.27768 -0.1798
C 3.37268 2.73946 2.52158 -0.7648
C 2.38422 3.46840 3.13985 -0.2584
C 1.06729 3.55971 2.61523 -0.5618
C 0.76102 2.83005 1.49955 -0.2454
H 2.79525 2.56697 -1.73633 0.3453
H 1.13888 3.11018 -1.72848 0.3355
H 1.54584 1.70484 -2.67051 0.3363
H 0.49952 0.93540 -0.42046 -0.4665
H 2.21711 0.48093 -0.52436 0.3618
H 3.65314 1.30802 0.89741 0.2858
H 4.38379 2.68036 2.89510 0.3880
H 2.49832 3.94784 4.09654 0.3383
H 0.31617 4.14208 3.15176 0.3710
H -0.20826 2.95246 1.01535 0.3252
```

SMILES string = CCN(C)C(C)=O.CCc1ccccc1
LUMO energy = 0.7 eV
strongest force on any atom = 3.37 eV/A
energy relative to the best compared isomer or geometry (same formula, charge and spin) = 245.0 kJ/mol

---

ORCA calculation (ωB97M-V with the def2-TZVPD basis set) on a 4-piece molecular cluster, C13H21O10 overall at a distorted geometry.

Geometry as XYZ:
```
44
Properties=species:S:1:pos:R:3:mulliken_charge:R:1
C 1.30083 -0.26076 0.79173 0.3042
O 1.72050 1.03205 0.98985 -0.9001
H 1.61697 -0.69185 -0.18076 -0.0527
H 1.65564 -0.85550 1.66982 0.2068
H 0.19708 -0.28936 0.94694 -0.4964
C 4.61306 1.16832 -0.91944 -1.2537
C 4.23970 0.06254 -1.92140 0.4667
C 2.98683 0.43219 -2.71950 -0.3022
O 3.48291 0.80896 -3.98487 -0.3757
C 4.80410 0.60581 -4.06690 0.5941
O 5.48811 0.97126 -4.98173 -0.5719
O 5.26098 0.05704 -2.93622 -0.4123
H 4.07008 0.97075 0.01386 0.3193
H 4.18535 2.13166 -1.21020 0.2950
H 5.67642 1.32430 -0.75101 0.3484
H 4.16188 -0.90304 -1.43022 0.3944
H 2.42082 1.22739 -2.23845 0.1856
H 2.36233 -0.46571 -2.76125 0.2714
C -1.74505 -1.54053 2.89041 -1.3746
C -1.80314 -2.81786 2.04063 0.5960
C -3.11359 -3.60803 2.11457 -0.5127
O -3.71752 -3.38765 0.83572 -0.3568
C -2.79723 -2.88999 -0.00236 0.6195
O -2.91236 -2.88986 -1.18779 -0.5673
O -1.74945 -2.41455 0.67002 -0.2800
H -2.73766 -1.09728 2.97119 0.3598
H -0.87334 -0.91042 2.74586 0.2548
H -1.58021 -1.90423 3.91797 0.4288
H -1.01423 -3.48314 2.39302 0.1957
H -3.74923 -3.30676 2.94226 0.3237
H -2.87095 -4.67125 2.10401 0.3154
C -1.47153 2.80778 -1.09897 -1.5433
C -2.05709 1.68977 -0.27345 0.7935
C -1.86898 2.07704 1.24488 -0.1899
O -3.21327 1.85780 1.70041 -0.3996
C -4.08626 1.53357 0.72389 0.6417
O -5.26177 1.35546 0.83753 -0.5949
O -3.46690 1.55395 -0.45094 -0.4282
H -1.63307 3.79182 -0.65630 0.3985
H -1.80562 2.93770 -2.13362 0.3710
H -0.39415 2.66469 -1.21718 0.3304
H -1.77776 0.66824 -0.54451 0.1747
H -1.49893 3.09644 1.37575 0.3159
H -1.04430 1.56123 1.74675 0.1063
```

LUMO energy = 2.6 eV
strongest force on any atom = 2.50 eV/A
energy relative to the best compared isomer or geometry (same formula, charge and spin) = 41.8 kJ/mol
net charge = -1

---

ORCA calculation (ωB97M-V with the def2-TZVPD basis set) on C13H22AlF14KN2O7PS2 as an isolated structure at a distorted geometry.

Geometry as XYZ:
```
63
Properties=species:S:1:pos:R:3:mulliken_charge:R:1
F 3.99412 1.85837 0.44244 -0.2842
C 5.13251 1.08649 0.30984 -0.4953
C 5.08056 -0.14803 1.17393 -0.6830
C 3.91244 -1.07140 0.88228 -0.0423
O 3.96101 -1.73551 -0.36013 -0.6175
P 2.77229 -1.10398 -1.42955 0.3620
S 1.57227 -0.06562 -2.95323 -0.3169
O 1.92523 -0.32435 -0.15498 -0.1741
C 2.48318 -0.55813 1.12740 0.3702
C 1.59182 -1.38656 2.07110 -1.6043
C 0.61703 -2.28837 1.31591 -0.5527
C -0.66651 -1.48372 0.68717 -0.1171
F -0.67974 -0.27247 1.16398 -0.1357
F -0.45918 -1.38563 -0.69262 -0.2305
C -1.98639 -2.30640 1.11081 0.8892
F -1.86498 -3.74763 0.84196 -0.6086
F -2.18819 -2.25484 2.40272 -0.2321
C -3.29760 -1.90591 0.32418 0.9145
F -3.14215 -2.29944 -0.95377 -0.3028
F -4.27226 -2.72914 0.84447 -0.4022
C -3.60143 -0.40596 0.45284 0.6445
F -3.24936 0.00475 1.65928 -0.2211
F -2.76888 0.18384 -0.41175 -0.2531
S -5.37811 0.18135 0.07489 1.4383
F -5.65651 -1.05219 -0.89031 -0.3472
F -5.92680 -0.59608 1.33672 -0.2875
F -5.08656 1.42923 0.96853 -0.2583
F -4.87529 0.99937 -1.18411 -0.2864
F -6.83454 0.73812 -0.19573 -0.2683
H 6.00256 1.71158 0.59585 0.2501
H 5.27694 0.84951 -0.75389 0.2819
H 5.08871 0.11435 2.23393 0.3984
H 6.00723 -0.68674 0.97633 0.4617
H 4.04312 -1.89316 1.61156 0.3032
H 3.67367 0.03845 -1.65192 -0.0373
H 3.39812 -1.79061 -2.52128 0.1927
H 1.84606 -2.22112 -1.29964 -0.3761
H 0.48457 0.43772 -2.33157 0.1442
H 2.53336 0.44557 1.56261 0.4953
H 1.11984 -0.76925 2.83396 0.3931
H 2.25551 -2.05540 2.63049 0.6250
H 0.28994 -3.08319 2.03864 0.4130
H 1.21492 -2.83433 0.52927 0.1889
K -0.33850 -3.61182 -0.52233 1.0848
O 1.62235 3.61562 -4.05792 -0.6277
H 1.67238 2.70402 -3.75369 0.3116
H 1.70691 4.14097 -3.25623 0.3178
Al -3.82266 -5.12399 1.42234 1.0059
C -8.19758 2.37854 -2.87180 -0.5479
C -9.38655 2.68409 -3.66520 0.1071
N -10.31957 2.92391 -4.28807 -0.3231
H -7.92142 1.33507 -3.01205 0.2069
H -7.37138 3.01265 -3.18752 0.3085
H -8.39745 2.55404 -1.81679 0.2520
N -1.91645 2.76092 1.86859 1.0593
O -2.58925 3.39061 1.04334 -0.5897
O -2.40910 2.43113 2.96035 -0.6167
O -0.75761 2.40064 1.58326 -0.5671
C 8.78961 1.36177 1.03558 -0.5878
O 7.76658 0.60842 1.39429 -0.3324
H 8.83808 2.37152 1.47948 0.2970
H 9.78733 0.91744 1.28854 0.3062
H 8.90172 1.52090 -0.06278 0.3038
```

LUMO energy = -7.7 eV
strongest force on any atom = 7.04 eV/A
energy relative to the best compared isomer or geometry (same formula, charge and spin) = 0.0 kJ/mol
net charge = +1

---

What is the strongest force on any atom in the first record? 3.37 eV/A

---

strongest force on any atom of number 2 (C13H21O10)? 2.50 eV/A